(1)
# C15H30F3N3O15

A structure of composition C15H30F3N3O15 in a non-equilibrium geometry (the ωB97M-V functional and the def2-TZVPD basis, OMol25).

ORCA input file:
```
! wB97M-V def2-TZVPD RIJCOSX def2/J DEFGRID3
* xyz 0 1
N -2.886 1.090 3.424
H -2.932 1.898 4.040
H -3.327 1.340 2.516
H -3.224 0.242 3.860
H -1.861 1.009 3.229
N -0.588 -0.162 0.992
H -0.572 0.371 1.874
H -1.543 -0.099 0.704
H -0.486 -1.196 0.959
H 0.106 0.098 0.297
N -3.348 -2.442 0.817
H -3.504 -1.446 0.554
H -3.809 -2.560 1.718
H -2.347 -2.707 0.937
H -3.779 -3.063 0.138
C 0.187 0.985 5.719
C -0.937 0.648 4.753
O -1.843 -0.102 5.178
O -0.819 1.053 3.560
H -0.156 0.707 6.713
H 0.525 2.016 5.624
H 1.030 0.339 5.463
C -4.483 1.349 -1.161
C -3.863 1.306 0.241
O -4.183 2.152 1.073
O -3.235 0.259 0.642
H -5.542 1.573 -1.062
H -4.376 0.380 -1.650
H -3.930 2.075 -1.756
C 0.465 -4.459 0.580
C -0.406 -3.979 1.707
O -0.622 -4.665 2.713
O -0.980 -2.835 1.553
H 0.731 -3.717 -0.175
H 0.048 -5.320 0.055
H 1.443 -4.801 0.930
C -0.106 2.804 -4.885
C 0.979 1.763 -4.718
O 0.738 1.291 -3.388
C -0.129 2.142 -2.740
O -0.432 2.001 -1.601
O -0.485 3.096 -3.576
F 2.148 2.496 -4.650
H -0.909 2.409 -5.517
H 0.201 3.716 -5.391
H 1.157 0.998 -5.469
C 2.507 -2.603 -3.764
C 3.596 -1.667 -3.230
O 3.121 -1.284 -1.945
C 1.814 -1.453 -1.942
O 1.075 -0.995 -1.117
O 1.395 -2.148 -3.004
F 3.608 -0.528 -3.976
H 2.808 -3.617 -3.483
H 2.436 -2.598 -4.848
H 4.587 -2.103 -3.112
C 3.955 1.047 0.714
C 4.143 2.361 -0.020
O 3.079 3.143 0.426
C 2.232 2.439 1.214
O 1.197 2.832 1.633
O 2.662 1.151 1.292
F 3.884 2.129 -1.357
H 4.699 0.869 1.494
H 3.966 0.155 0.089
H 5.119 2.820 0.111
*
```

Its total energy is -2182.06356 hartree. The highest occupied orbital energy is -8.349 eV. As for the HOMO-LUMO gap: 8.37 eV. As for the LUMO energy: 0.0 eV.

Atomic partial charges in e from the Löwdin method, atoms 1 to 6:
1. N 0.202
2. H 0.134
3. H 0.071
4. H 0.107
5. H -0.168
6. N 0.299

---

(2)
# C15H30FINO4S

A cluster of 2 separate species, C15H30FINO4S in total in a non-equilibrium geometry (the ωB97M-V functional and the def2-TZVPD basis, OMol25).

ORCA input file:
```
! wB97M-V def2-TZVPD RIJCOSX def2/J DEFGRID3
* xyz 1 1
C -1.237 6.737 -3.141
C -2.272 5.700 -2.358
C -1.463 4.739 -1.253
C -2.459 4.362 -0.002
C -2.587 2.754 0.310
C -1.344 2.115 1.166
C -1.742 0.521 1.480
C -0.465 -0.347 2.065
C -0.442 -1.922 1.503
C 0.394 -2.852 2.615
C 1.795 -3.461 2.024
C 1.670 -4.900 1.256
I -0.239 -5.958 1.150
C 2.290 -4.761 -0.290
C 2.949 -6.261 -0.626
O 3.553 -6.690 -1.745
O 2.774 -7.063 0.628
C 2.712 -6.078 1.756
S 4.500 -5.651 2.115
O 4.748 -6.015 3.630
O 5.522 -6.517 1.301
F 4.917 -4.004 1.879
H -0.757 7.459 -2.332
H -0.386 6.104 -3.680
H -1.805 7.386 -3.937
H -2.822 5.058 -3.171
H -3.053 6.376 -1.769
H -0.526 5.356 -0.888
H -1.103 3.804 -1.864
H -3.542 4.742 -0.306
H -2.145 4.968 0.951
H -2.782 2.161 -0.706
H -3.563 2.610 0.978
H -1.275 2.654 2.216
H -0.307 2.196 0.584
H -2.188 0.021 0.498
H -2.565 0.509 2.345
H 0.512 0.186 1.686
H -0.563 -0.308 3.253
H -1.569 -2.277 1.469
H 0.006 -2.007 0.422
H -0.300 -3.637 3.154
H 0.705 -2.075 3.467
H 2.343 -2.699 1.287
H 2.540 -3.605 2.943
H 3.263 -4.088 -0.339
H 1.533 -4.620 -1.172
H 2.346 -6.680 2.718
N -1.115 3.191 -4.655
H -0.124 3.107 -4.399
H -1.682 2.616 -4.021
H -1.405 4.173 -4.578
H -1.248 2.869 -5.621
*
```

Its total energy is -1740.37556 hartree. The highest occupied orbital energy is -11.881 eV. As for the HOMO-LUMO gap: 7.49 eV. As for the LUMO energy: -4.4 eV.

Atomic partial charges in e from the Löwdin method, atoms 1 to 6:
1. C -0.153
2. C -0.271
3. C -0.215
4. C -0.212
5. C -0.242
6. C -0.219